Record 1
Formula: C4H8O2
Source: the OMol25 dataset
Level of theory: ωB97M-V/def2-TZVPD

Summary:
LUMO energy (Ha): 0.0383
Spin multiplicity: 1
Strongest force on any atom (eV Å⁻¹): 1.96
SMILES string: CC=O.CC=O
Energy above the lowest of the compared OMol25 structures with the same formula, charge and spin (kcal per mole): 39.48

Last column: Löwdin charge in e.
CARTESIAN COORDINATES (ANGSTROEM)
O  0.57893  -1.09840  0.39740  0.0195
C  0.18357  -0.46959  1.34447  -0.3181
C  1.09369  0.35990  2.22333  -0.0427
H  -0.81411  -0.72970  1.75101  0.1226
H  0.65457  0.77925  3.12893  0.0726
H  1.94036  -0.26111  2.54975  0.0869
H  1.55163  1.14716  1.62909  0.0819
O  -1.22813  1.25840  -0.56969  0.0275
C  -1.26429  0.24840  -1.21622  -0.3575
C  -0.30104  -0.11838  -2.29382  -0.0615
H  -2.08643  -0.49253  -0.98427  0.1303
H  0.35505  -0.95964  -2.11150  0.0709
H  -0.91480  -0.40603  -3.17028  0.0838
H  0.25100  0.74227  -2.67819  0.0837

---

Record 2
Formula: C24H29ClN2O2
Source: the OMol25 dataset
Level of theory: ωB97M-V/def2-TZVPD

Summary:
LUMO energy (Ha): 0.0222
Spin multiplicity: 1
Strongest force on any atom (eV Å⁻¹): 0.56
SMILES string: Cc1c(CN2CCC(CO)(CCOc3ccccc3)CC2)[nH]c2c(Cl)cccc12
Energy above the lowest of the compared OMol25 structures with the same formula, charge and spin (kcal per mole): 4.18

Last column: Löwdin charge in e.
CARTESIAN COORDINATES (ANGSTROEM)
C  3.85314  -0.65956  2.21653  -0.0381
C  2.52389  -0.97919  2.81433  -0.1870
C  1.60198  -0.12063  3.35756  -0.1901
N  0.52968  -0.84562  3.82639  0.1283
C  0.74011  -2.16715  3.59334  -0.2380
C  -0.04109  -3.28125  3.87040  -0.6016
C  0.42637  -4.52652  3.51359  -0.1145
C  1.66722  -4.66007  2.88278  -0.0951
C  2.45596  -3.56908  2.59808  -0.0255
C  1.99657  -2.30014  2.95330  -0.1241
H  3.41097  -3.68809  2.10986  0.1086
H  2.00350  -5.65088  2.61713  0.0996
H  -0.16808  -5.40200  3.72157  0.1013
Cl  -1.57965  -3.08088  4.65263  0.6729
H  -0.28429  -0.46501  4.27845  0.1409
C  1.58816  1.37708  3.42467  -0.1193
N  0.87421  2.04419  2.34543  -0.1490
C  1.48315  1.80803  1.04495  -0.1769
C  0.53031  2.18288  -0.08280  -0.1088
H  0.20797  3.21516  0.05979  0.1253
H  1.06924  2.13506  -1.02995  0.1151
C  -0.69447  1.24976  -0.11529  -0.4237
C  -1.02937  0.80524  1.32285  -0.1081
C  -0.56983  1.85540  2.33231  -0.1643
H  -0.90593  1.59315  3.33716  0.1123
H  -1.03035  2.81910  2.08423  0.1179
H  -2.10674  0.65275  1.40300  0.1255
H  -0.53718  -0.14377  1.54307  0.1107
C  -0.40070  -0.01884  -0.94260  -0.0959
C  -0.32601  0.16123  -2.45805  -0.1807
H  0.23951  -0.67342  -2.89491  0.1344
O  -1.64442  0.15556  -2.97291  -0.0803
C  -1.84187  0.34655  -4.31014  -0.2568
C  -0.82885  0.48279  -5.25076  -0.0239
C  -1.15261  0.66568  -6.58578  -0.0868
C  -2.47166  0.71501  -6.99405  -0.1022
C  -3.48191  0.58052  -6.05395  -0.0837
C  -3.17393  0.39864  -4.72214  -0.0057
H  -3.94960  0.29493  -3.97924  0.1173
H  -4.51631  0.61877  -6.36094  0.1044
H  -2.71338  0.85719  -8.03616  0.0988
H  -0.35738  0.76922  -7.30940  0.1038
H  0.20956  0.44501  -4.96057  0.1030
H  0.17873  1.09938  -2.72338  0.1250
H  -1.17652  -0.76058  -0.74031  0.1334
H  0.54946  -0.43421  -0.60130  0.1233
C  -1.90143  2.02864  -0.68469  -0.2143
O  -3.06575  1.25774  -0.79477  -0.0472
H  -2.92254  0.62866  -1.51617  0.0670
H  -1.63308  2.47167  -1.65381  0.1307
H  -2.14883  2.84522  -0.00045  0.1278
H  1.78434  0.75653  0.92194  0.1072
H  2.38890  2.42289  0.98809  0.1261
H  2.61663  1.74802  3.40372  0.1216
H  1.13431  1.69879  4.36682  0.1264
H  4.64042  -1.18227  2.75931  0.0834
H  3.89556  -0.98479  1.17686  0.0825
H  4.05386  0.40748  2.25435  0.0671

---

Record 3
Formula: C6H7O
Source: the OMol25 dataset
Level of theory: ωB97M-V/def2-TZVPD

Summary:
LUMO energy (Ha): -0.2354
Spin multiplicity: 1
Strongest force on any atom (eV Å⁻¹): 6.44
Total charge: +1
Energy above the lowest of the compared OMol25 structures with the same formula, charge and spin (kcal per mole): 38.86

Last column: Löwdin charge in e.
CARTESIAN COORDINATES (ANGSTROEM)
C  -1.30689  -1.19428  -0.11223  0.0830
C  0.07555  -1.32058  -0.16928  0.0169
C  -1.58640  0.17186  0.08856  -0.3158
C  0.58898  -0.05136  0.05366  -0.0344
C  -2.70374  0.92222  0.20723  0.2889
C  2.42161  0.52674  0.16056  0.1939
O  -0.39825  0.83829  0.17853  0.0876
H  -2.15517  -1.85661  -0.53438  0.1859
H  0.70000  -2.23691  -0.23931  0.1511
H  -2.51902  2.00427  0.21412  0.1263
H  -3.65779  0.54768  0.33436  0.0845
H  2.62182  0.12901  -0.76956  0.0400
H  2.79007  -0.08053  0.88328  0.0289
H  2.28249  1.55066  0.38341  0.0631

---

Record 4
Formula: C44H66O33
Source: the OMol25 dataset
Level of theory: ωB97M-V/def2-TZVPD

Summary:
LUMO energy (Ha): -0.0179
Spin multiplicity: 1
Strongest force on any atom (eV Å⁻¹): 7.97
SMILES string: C[C@H]1COC(=O)O1.C[C@H]1COC(=O)O1.C[C@H]1COC(=O)O1.C[C@H]1COC(=O)O1.C[C@H]1COC(=O)O1.C[C@H]1COC(=O)O1.C[C@H]1COC(=O)O1.C[C@H]1COC(=O)O1.C[C@H]1COC(=O)O1.C[C@H]1COC(=O)O1.C[C@H]1COC(=O)O1
Energy above the lowest of the compared OMol25 structures with the same formula, charge and spin (kcal per mole): 204.67

Last column: Löwdin charge in e.
CARTESIAN COORDINATES (ANGSTROEM)
C  2.10152  4.59392  0.12000  -0.0069
C  1.60479  5.66375  1.15695  -0.3120
C  2.52421  5.82504  2.33266  -0.0520
O  2.63798  7.29522  2.51610  0.0906
C  1.87972  7.87184  1.61606  -0.5706
O  1.55318  9.05600  1.61168  0.1233
O  1.57880  6.97881  0.65335  0.0850
H  2.54010  3.68634  0.53479  0.0709
H  2.88366  5.09921  -0.44661  0.0654
H  1.36314  4.19318  -0.57448  0.0823
H  0.61985  5.30333  1.45375  0.1463
H  3.45707  5.26299  2.37698  0.1360
H  1.94919  5.47403  3.18954  0.1209
C  1.05144  -3.59354  -2.04031  0.0165
C  0.93728  -5.07942  -2.13095  -0.3611
C  0.02333  -5.77000  -3.06808  -0.1022
O  0.81296  -6.55394  -3.85656  0.1418
C  1.99305  -6.58495  -3.47136  -0.5832
O  2.94204  -7.03339  -4.17611  0.0808
O  2.10714  -5.74332  -2.45404  0.1002
H  0.06987  -3.14744  -1.88028  0.0842
H  1.39968  -3.12922  -2.96294  0.0831
H  1.66335  -3.36007  -1.16901  0.0808
H  0.77568  -5.60259  -1.18846  0.1430
H  -0.55633  -5.11442  -3.71793  0.1541
H  -0.56757  -6.36027  -2.36770  0.1402
C  -2.89456  3.40038  -1.81361  -0.0067
C  -3.17261  3.33489  -3.34324  -0.2537
C  -1.90895  3.21887  -4.28034  -0.0566
O  -2.20737  2.11996  -5.15989  0.0603
C  -3.26777  1.45733  -4.71562  -0.5401
O  -3.72841  0.38801  -5.16011  0.0882
O  -3.75928  2.05993  -3.62407  0.0472
H  -3.64325  2.80381  -1.29237  0.0786
H  -3.03858  4.43755  -1.51091  0.0856
H  -1.87924  3.02313  -1.69151  0.0654
H  -3.89152  4.08735  -3.66739  0.1460
H  -0.99647  2.97691  -3.73543  0.1153
H  -1.75982  4.14168  -4.84095  0.1269
C  2.30580  -3.70423  5.29966  -0.0337
C  2.95827  -3.56104  6.60268  -0.3370
C  4.37189  -2.88199  6.46707  -0.0536
O  4.08714  -1.72879  7.25068  0.0693
C  2.84599  -1.74929  7.77492  -0.6181
O  2.48518  -1.02905  8.61673  0.2023
O  2.10491  -2.68948  7.23149  0.1034
H  2.21042  -2.71200  4.85867  0.0694
H  1.28007  -4.07089  5.26051  0.0800
H  2.83689  -4.23250  4.50783  0.1027
H  2.97669  -4.45995  7.21890  0.1641
H  4.62937  -2.60432  5.44496  0.1125
H  5.14180  -3.60437  6.73816  0.1341
C  -3.75038  -0.02445  4.54901  -0.0116
C  -3.11467  0.09501  3.14910  -0.2576
C  -4.11753  -0.13318  1.94120  -0.0310
O  -3.73197  0.95366  1.04782  0.0578
C  -2.86187  1.79183  1.64894  -0.5689
O  -2.54464  2.89896  1.19289  0.1030
O  -2.59127  1.42062  2.86702  0.0884
H  -4.17531  0.90999  4.91558  0.0923
H  -2.92026  -0.22638  5.22593  0.0766
H  -4.50653  -0.80897  4.57856  0.0847
H  -2.19181  -0.48199  3.09000  0.1148
H  -5.13865  -0.02095  2.30567  0.1331
H  -4.03334  -1.14581  1.54674  0.1189
C  -3.82820  -4.76333  3.78771  0.0018
C  -2.63304  -3.96178  3.27763  -0.3221
C  -1.35091  -4.71654  3.54040  -0.0660
O  -0.93019  -5.20061  2.22815  0.0923
C  -1.76013  -4.76445  1.31239  -0.5737
O  -1.59182  -4.92703  0.09486  0.1106
O  -2.71116  -4.04460  1.87383  0.0846
H  -3.64722  -5.00936  4.83405  0.0892
H  -3.96343  -5.64092  3.15553  0.1064
H  -4.71400  -4.13194  3.71841  0.0881
H  -2.53915  -2.92975  3.61559  0.1382
H  -1.36023  -5.59640  4.18372  0.1425
H  -0.79509  -3.86700  3.93718  0.1127
C  0.42094  -1.53281  1.70666  0.0080
C  0.28140  -0.16859  0.97053  -0.2446
C  1.52449  0.16023  0.05097  -0.0467
O  0.95411  0.58414  -1.16307  0.0785
C  -0.31825  0.33796  -1.19659  -0.5088
O  -1.11155  0.52235  -2.18327  0.0777
O  -0.73663  -0.21272  -0.05594  0.0874
H  0.34722  -2.35206  0.99147  0.0849
H  -0.35019  -1.58441  2.47529  0.0604
H  1.37920  -1.62986  2.21698  0.0693
H  0.25297  0.60162  1.74129  0.1158
H  2.13731  -0.73481  -0.05603  0.1395
H  1.92496  1.09014  0.45471  0.1270
C  0.88317  0.91986  -7.73464  -0.0109
C  1.49964  0.41569  -6.41636  -0.3352
C  0.53048  -0.03964  -5.36285  -0.1375
O  1.02432  -1.22977  -4.81966  0.0685
C  1.85162  -1.76218  -5.78493  -0.4919
O  2.33282  -2.87290  -5.81246  0.1473
O  2.10057  -0.80389  -6.70768  0.0886
H  1.84214  1.19955  -8.17080  0.0844
H  0.41341  1.90331  -7.75006  0.0770
H  0.14935  0.28810  -8.23511  0.0946
H  2.17924  1.23865  -6.19506  0.1359
H  -0.50816  -0.14942  -5.67475  0.1384
H  0.48785  0.78884  -4.65581  0.1056
C  -3.54821  -2.00650  -2.38008  -0.0116
C  -4.46992  -1.08323  -1.61132  -0.2726
C  -5.88512  -0.73426  -2.28445  -0.0390
O  -6.89115  -1.27295  -1.43233  0.0976
C  -6.36762  -1.69427  -0.32856  -0.5557
O  -6.97300  -1.89224  0.74768  0.0851
O  -5.03955  -1.74146  -0.50127  0.0384
H  -3.94305  -3.01579  -2.49645  0.0886
H  -2.80042  -2.24056  -1.62237  0.0733
H  -3.13918  -1.68299  -3.33722  0.0863
H  -3.91413  -0.16924  -1.40198  0.1315
H  -6.02866  -1.25088  -3.23345  0.1323
H  -5.90279  0.33356  -2.50249  0.1245
C  2.47984  5.62973  -5.03667  -0.0091
C  3.34814  4.51368  -4.39922  -0.3976
C  3.61331  4.68839  -3.00020  -0.1101
O  3.22469  3.40620  -2.50422  0.0649
C  2.67430  2.63141  -3.47049  -0.4912
O  2.29576  1.52874  -3.31590  0.1930
O  2.73920  3.31846  -4.67434  0.0925
H  1.46439  5.69295  -4.64554  0.0776
H  2.19228  5.24633  -6.01565  0.0835
H  2.79477  6.67192  -4.98410  0.0910
H  4.27027  4.59987  -4.97398  0.1562
H  2.98848  5.43658  -2.51246  0.1247
H  4.65448  4.94724  -2.80771  0.1482
C  3.90605  -0.25877  3.69651  -0.0291
C  2.81292  0.48042  4.31264  -0.3596
C  3.14639  1.59457  5.20553  -0.0504
O  2.43977  2.66133  4.53317  0.0820
C  1.65354  2.22905  3.50597  -0.4860
O  1.01875  2.96549  2.72430  0.1193
O  1.79501  0.92217  3.40504  0.0910
H  3.48946  -1.24221  3.47879  0.0733
H  4.88993  -0.28833  4.16471  0.1040
H  4.24615  0.13539  2.73888  0.1011
H  2.33504  -0.38701  4.76793  0.1361
H  4.23285  1.67245  5.24625  0.1433
H  2.77537  1.34969  6.20076  0.1447

---

Number 1: frontier orbital gap 10.8 eV. Number 2: frontier orbital gap 8.6 eV. Number 3: frontier orbital gap 8.9 eV. Number 4: frontier orbital gap 9.2 eV.